Below is a single C17H24N2O3S molecule, with properties calculated with ωB97M-V with the def2-TZVPD basis set.

```
47
Properties=species:S:1:pos:R:3
C 0.721 0.462 7.126
O 1.015 1.426 6.142
C 2.393 1.583 5.858
C 2.986 0.478 4.976
C 2.499 0.481 3.527
O 3.250 0.242 2.607
N 1.171 0.741 3.415
C 0.388 0.817 2.262
C -0.926 1.261 2.407
C -1.765 1.339 1.311
C -1.299 0.984 0.056
C 0.011 0.537 -0.090
C 0.854 0.448 1.003
C 0.440 0.174 -1.478
N -0.564 -0.652 -2.140
C -0.123 -1.662 -2.919
O 1.064 -1.855 -3.119
C -1.155 -2.577 -3.571
C -1.220 -2.287 -5.065
S -2.031 -0.682 -5.408
C -1.680 -0.590 -7.183
C -1.963 -0.346 -1.907
C -2.124 0.999 -1.192
H -0.351 0.525 7.305
H 1.258 0.676 8.056
H 0.971 -0.552 6.797
H 2.472 2.548 5.347
H 2.958 1.639 6.798
H 2.756 -0.502 5.401
H 4.072 0.580 4.954
H 0.691 0.997 4.273
H -1.287 1.542 3.386
H -2.782 1.681 1.434
H 1.868 0.101 0.887
H 1.376 -0.387 -1.479
H 0.594 1.092 -2.065
H -0.782 -3.597 -3.447
H -2.142 -2.505 -3.122
H -0.209 -2.235 -5.473
H -1.793 -3.055 -5.587
H -2.117 -1.450 -7.684
H -0.604 -0.563 -7.336
H -2.133 0.325 -7.549
H -2.413 -1.127 -1.278
H -2.495 -0.308 -2.862
H -1.783 1.798 -1.855
H -3.179 1.166 -0.972
```

As for the SMILES: COCCC(=O)Nc1ccc2c(c1)CN(C(=O)CCSC)CC2. As for the charge: 0. The energy relative to the best compared isomer or geometry (same formula, charge and spin) comes out at 18.5 kcal/mol. As for the orbital gap: 8.9612 eV.

=====

Below is a single C17H24N2O5S molecule, with properties calculated with ωB97M-V with the def2-TZVPD basis set.

```
49
Properties=species:S:1:pos:R:3
C -1.636 -3.737 -1.267
C -1.447 -3.028 0.066
O -1.363 -1.612 -0.124
C -2.518 -0.956 -0.316
O -3.604 -1.455 -0.135
C -2.294 0.434 -0.709
C -1.168 0.983 -1.390
S 0.213 0.076 -2.050
O -0.250 -1.122 -2.682
O 1.011 0.979 -2.831
N 1.138 -0.371 -0.744
C 1.614 0.728 0.063
C 2.755 0.297 0.982
C 2.292 -0.685 2.067
C 3.401 -0.999 3.013
C 4.254 -2.059 3.092
C 5.128 -1.788 4.174
C 4.742 -0.584 4.670
O 3.699 -0.097 3.974
C -1.406 2.325 -1.555
C -0.584 3.377 -2.202
N -2.620 2.612 -0.988
C -3.213 3.921 -0.975
C -3.181 1.476 -0.492
C -4.508 1.450 0.174
H -0.939 -3.325 -1.993
H -1.464 -4.803 -1.149
H -2.648 -3.576 -1.631
H -0.499 -3.307 0.532
H -2.274 -3.245 0.750
H 0.649 -1.084 -0.225
H 1.971 1.476 -0.648
H 0.802 1.173 0.660
H 3.536 -0.170 0.382
H 3.171 1.186 1.461
H 1.463 -0.241 2.623
H 1.954 -1.612 1.605
H 4.260 -2.924 2.462
H 5.927 -2.407 4.528
H 5.110 0.011 5.482
H 0.269 2.905 -2.680
H -1.164 3.911 -2.953
H -0.227 4.100 -1.467
H -3.598 4.180 -1.964
H -4.033 3.946 -0.262
H -2.470 4.664 -0.686
H -5.281 1.832 -0.491
H -4.748 0.422 0.426
H -4.506 2.049 1.086
```

As for the SMILES: CCOC(=O)c1c(S(=O)(=O)NCCCc2ccco2)c(C)n(C)c1C. As for the charge: 0. The energy relative to the best compared isomer or geometry (same formula, charge and spin) comes out at 36.3 kcal/mol. As for the orbital gap: 9.0484 eV.

=====

Below is a molecular structure, C17H24N3O6Pd at a distorted geometry, with properties calculated with ωB97M-V with the def2-TZVPD basis set.

```
51
Properties=species:S:1:pos:R:3
Pd 1.578 -0.671 0.551
C 2.336 -4.301 -1.737
C 2.252 -3.706 -0.346
C 2.895 -4.582 0.707
O 0.871 -3.444 -0.011
C 2.819 -2.265 -0.315
O 2.693 -1.515 -1.307
O 3.225 -1.794 0.836
H 1.749 -5.221 -1.773
H 3.370 -4.543 -1.991
H 1.953 -3.600 -2.476
H 2.434 -5.573 0.691
H 2.779 -4.144 1.696
H 3.962 -4.701 0.508
H 0.444 -4.277 0.217
N 0.984 0.065 5.618
C 0.177 -0.734 4.706
C 0.684 -0.571 3.293
O 0.095 -0.985 2.310
O 1.848 0.043 3.185
H 1.094 -0.376 6.520
H 0.579 0.979 5.772
H 2.127 0.268 4.105
H -0.890 -0.518 4.719
H 0.290 -1.792 4.938
C -3.467 1.930 -2.391
N -2.200 1.247 -2.120
N -1.333 1.712 -1.150
C -0.535 0.685 -0.757
O 0.411 0.885 0.093
C -0.941 -0.462 -1.468
C -1.979 -0.075 -2.274
C -2.809 -0.880 -3.214
C -1.091 3.110 -0.952
C -0.862 3.579 0.333
C -0.592 4.927 0.520
C -0.566 5.796 -0.562
C -0.797 5.313 -1.844
C -1.051 3.965 -2.045
H -3.453 2.905 -1.916
H -4.304 1.358 -1.992
H -3.595 2.066 -3.462
H -0.502 -1.441 -1.391
H -2.378 -1.871 -3.329
H -2.858 -0.402 -4.193
H -3.831 -0.989 -2.843
H -0.887 2.891 1.167
H -0.404 5.300 1.520
H -0.363 6.849 -0.408
H -0.762 5.982 -2.694
H -1.197 3.576 -3.046
```

As for the charge: +1. The energy relative to the best compared isomer or geometry (same formula, charge and spin) comes out at 0.0 kcal/mol. As for the orbital gap: 7.4342 eV.